Entry from the Open Molecules 2025 dataset: a molecular structure, C17H30Cl3IrNO3P2 (ωB97M-V with the def2-TZVPD basis set).

```
57
Properties=species:S:1:pos:R:3:lowdin_charge:R:1
Ir 0.165 -0.164 0.222 1.150
P -0.787 -1.809 -1.133 0.716
P 0.669 1.688 1.578 0.707
N -0.774 1.022 -0.768 -0.193
H -0.465 -2.900 1.676 0.096
C -2.517 -2.084 -0.666 -0.220
H -2.923 -2.947 -1.208 0.052
H -3.102 -1.192 -0.920 0.052
H -2.593 -2.250 0.415 0.021
C 0.137 -3.367 -1.059 -0.235
H -0.416 -4.141 -1.606 0.050
H 0.287 -3.682 -0.019 0.037
H 1.121 -3.229 -1.525 0.050
C -0.758 -1.300 -2.874 -0.238
H -0.968 -2.169 -3.511 0.050
H 0.239 -0.910 -3.114 0.046
H -1.507 -0.520 -3.054 0.043
C -0.747 2.157 2.613 -0.235
H -0.442 2.978 3.277 0.050
H -1.076 1.292 3.202 0.040
H -1.570 2.490 1.968 0.051
C 2.083 1.292 2.639 -0.233
H 2.281 2.168 3.269 0.048
H 2.965 1.079 2.017 0.035
H 1.856 0.422 3.269 0.035
C 1.107 3.161 0.616 -0.242
H 1.524 3.907 1.304 0.049
H 0.215 3.568 0.124 0.046
H 1.858 2.900 -0.140 0.048
C -0.943 1.856 -1.817 -0.404
C -2.439 3.255 -3.151 -0.102
C -2.243 2.394 -2.088 -0.048
C 0.132 2.208 -2.700 -0.046
C -0.086 3.077 -3.754 -0.095
C -1.361 3.612 -3.981 -0.090
H -3.433 3.658 -3.353 0.104
H -3.055 2.093 -1.419 0.109
H 1.116 1.767 -2.523 0.105
H 0.742 3.345 -4.416 0.106
H -1.514 4.303 -4.815 0.102
C -0.680 -2.122 2.441 -0.575
O -0.890 -0.875 1.785 -0.480
C -1.986 -2.494 3.139 -0.061
H -1.790 -3.221 3.934 0.072
H -2.674 -2.949 2.422 0.058
H -2.461 -1.608 3.577 0.082
C 0.508 -2.089 3.388 -0.068
H 0.472 -1.190 4.018 0.073
H 1.441 -2.103 2.812 0.054
H 0.480 -2.976 4.034 0.076
Cl 4.839 -2.577 0.025 0.618
C 4.124 -1.173 -0.769 -1.492
Cl 4.978 0.338 -0.333 0.604
Cl 4.088 -1.398 -2.538 0.600
C 2.645 -0.957 -0.274 -0.824
O 2.170 -1.509 0.747 -0.103
O 1.956 -0.125 -0.984 -0.252
```

Summary:
net charge = 0
lowest unoccupied orbital energy (spin up / spin down) = 0.543 / -2.739 eV
HOMO (spin up / spin down) = -4.9 / -7.7 eV
frontier orbital gap (spin up / spin down) = 0.199 / 0.182 Ha
maximum force = 0.11180 hartree/bohr
E = -3113.6536 a.u.
expectation value of S² = 8.817
multiplicity = 6